Entry 1:
Density functional theory data (the ωB97M-V functional and the def2-TZVPD basis) for a molecular structure, C8H23AuCl2O2P2.

- Energy above the lowest of the compared OMol25 structures with the same formula, charge and spin: 2.211 eV
- Charge: +2
- Spin multiplicity: 3
- ⟨S²⟩: 2.02

Cartesian coordinates (Å):
C  1.88333  3.26999  0.57352
C  -1.06550  -0.50065  -2.05062
C  -0.12814  2.91911  -1.40505
H  1.74509  4.33871  0.30057
O  -2.11641  0.22130  2.86286
H  -0.96112  4.05893  1.26869
P  0.34323  2.33716  0.26225
C  -0.63739  -2.88135  1.51678
H  -1.20429  2.72597  -1.56954
C  0.22320  -3.24333  -1.15432
O  -1.50413  -0.70408  -0.83422
H  -0.51338  2.87068  2.38937
H  -1.26272  0.13507  3.07094
Au  1.08265  0.21206  1.00504
P  0.60146  -2.14514  0.32692
H  2.16411  3.02206  1.61128
H  0.37336  -4.32872  -0.99273
H  2.97644  -2.53603  0.22859
H  -1.67038  -2.73107  1.09751
C  2.20071  -2.96881  0.84403
H  -0.81764  -3.10712  -1.40927
H  -0.38309  -2.57449  2.53895
H  -1.17509  -0.76722  -3.92875
C  -1.64258  0.04297  -3.34077
C  -0.95492  2.97112  1.37363
H  0.48341  2.51437  -2.21506
H  2.20441  -4.05659  0.81401
Cl  1.81830  0.27727  3.30174
Cl  0.90348  -0.45722  -2.73202
H  -2.86750  0.33577  -3.33476
H  -2.21994  -0.14828  1.87394
H  0.75516  -2.84566  -1.99110
H  -1.20543  1.06298  -3.62894
H  -0.14451  4.01791  -1.43417
H  -0.55817  -3.92975  1.66671
H  2.44417  -2.60947  1.84158
H  2.72970  2.79128  0.05945
H  -1.89989  2.41029  1.19294


Entry 2:
Density functional theory data (the ωB97M-V functional and the def2-TZVPD basis) for a molecular structure, C8H23BN3O6Pd.

- Energy above the lowest of the compared OMol25 structures with the same formula, charge and spin: 0.000 eV
- Charge: -1
- Spin multiplicity: 3
- ⟨S²⟩: 2.01

Cartesian coordinates (Å):
H  -2.02399  -4.43603  0.00593
N  2.92891  -1.71001  0.92398
N  3.29955  -2.16918  -1.31053
O  2.46347  0.66711  3.75995
H  1.31554  3.86640  -2.13056
H  2.00160  2.60674  -0.84347
H  3.14458  -2.66327  1.14803
C  -1.57133  3.42353  1.82003
H  0.17603  -1.62598  -0.75230
H  -1.42232  -2.31555  -2.86338
H  0.37351  2.23989  -1.70463
C  -1.50002  -3.84822  -0.75262
H  0.38160  3.69048  -0.34228
C  -1.80644  -0.02773  0.49454
C  1.86722  0.95945  2.70660
H  -1.82337  3.15435  2.85552
H  -2.41778  -1.10052  -2.26437
H  -0.68216  4.04494  1.91938
C  -1.65645  -1.81260  -1.90953
H  -2.72874  -0.45926  0.08368
Pd  0.80427  1.42797  0.30911
O  1.00919  0.12063  2.13143
H  -2.37841  3.98748  1.34694
H  -2.72185  1.21119  2.03272
H  -3.06401  1.70627  0.41932
O  -2.27658  -2.68879  -0.99947
C  -0.48436  -1.01717  -1.36844
H  -1.34684  0.76650  -1.28285
O  -1.20283  2.26988  1.11149
O  2.08097  2.03199  1.99949
H  2.41020  -1.15376  1.61179
C  2.88717  -1.26405  -0.34901
H  -0.51917  -3.60901  -0.34374
H  -1.51927  -4.47544  -1.65164
H  0.08502  -0.62594  -2.21515
C  -2.24180  1.32751  1.05092
H  3.21678  -1.91202  -2.27429
H  -1.41109  -0.73173  1.22237
B  1.00302  3.14638  -1.22060
H  3.79354  -3.00622  -1.06829
O  2.39843  -0.18832  -0.70020
N  -0.84175  0.19209  -0.60586


Entry 3:
Density functional theory data (the ωB97M-V functional and the def2-TZVPD basis) for a molecular structure, C8H23FNNbO3PS.

- Charge: -1

Cartesian coordinates (Å):
H  -3.08943  1.11063  2.05161
H  4.69927  0.76454  -0.25841
H  0.67412  -3.37596  -0.25556
C  3.86400  0.16007  0.09807
P  -1.33180  -2.37294  -0.70024
C  -4.35742  -0.43372  1.28260
H  -4.83317  -0.11855  0.35900
H  -2.25821  -0.40272  1.78929
C  3.60339  0.43101  1.56609
H  -5.00678  -0.16050  2.10878
H  1.19139  0.55763  -2.63649
H  -1.10814  3.29327  0.81992
O  -2.62103  0.77400  0.10418
C  -3.00872  0.26399  1.36750
H  4.54782  0.51655  2.09979
H  0.00898  -0.07866  0.81534
N  0.10679  -3.28548  -1.09260
H  0.57058  3.78457  0.82292
H  2.82986  -1.24506  -1.86930
H  -0.97757  -2.56652  1.47097
C  0.02103  2.29614  -0.66463
C  2.10364  -0.72951  -1.22986
H  -0.18310  -4.22987  -1.31920
C  0.89869  -0.29624  -2.02494
H  1.04252  2.34012  -1.02436
H  3.05659  -0.39488  2.01093
C  -0.09123  2.92392  0.71252
H  -3.27935  0.52192  -2.58230
O  2.73449  0.42607  -0.68073
Nb  -0.89649  0.18520  -0.76449
F  -0.73874  3.12074  -1.53108
H  3.02441  1.33833  1.69222
H  0.65722  -1.09322  -2.72656
H  0.08771  2.20746  1.50384
S  -2.02496  0.42898  -3.00491
H  4.17512  -0.88178  -0.01470
H  1.83722  -1.40988  -0.41872
H  -4.25565  -1.51357  1.24549
O  -1.67306  -2.85607  0.87805


Entry 4:
Density functional theory data (the ωB97M-V functional and the def2-TZVPD basis) for 2 unconnected molecules or ions with the total composition C8H23I2NO3P.

- Charge: -1

Cartesian coordinates (Å):
H  1.72837  -1.38172  2.20123
H  2.70019  -2.24817  4.50156
H  -3.63817  1.59098  -4.19080
H  -0.01111  -0.23567  2.27560
H  0.78555  0.93580  3.72155
C  -3.05711  0.75988  -3.77906
C  -0.69972  2.22003  -5.40244
O  1.18977  -0.15165  -0.28409
C  1.40466  -3.89737  3.60895
C  -1.31895  2.53266  -3.10730
C  1.98840  0.98192  1.56011
P  1.27801  -0.19279  2.91966
H  -0.57694  0.44980  -1.58703
H  -2.00257  3.31650  -3.45658
O  -0.26618  2.32492  -4.05492
H  -0.83126  2.92727  -2.20814
H  1.91470  -4.83415  4.14516
H  -2.55779  0.24840  -4.60571
O  1.09071  0.98250  0.37302
H  0.65496  -0.66360  5.31328
H  2.07702  2.10627  1.94590
H  0.12456  2.52685  -6.05074
H  1.98535  -3.64455  2.61039
H  -3.76462  0.04128  -3.34773
I  -1.50433  -1.82132  4.02229
I  1.48129  -3.33590  6.73983
C  1.57842  -2.63402  4.63708
N  -1.15703  0.15564  -2.37348
H  3.08754  0.60001  1.29328
C  0.61452  -1.34436  4.33336
H  2.56786  -0.11995  3.61947
H  -2.67419  1.48325  -1.81753
H  0.30143  -4.21956  3.39046
H  -0.93138  1.17913  -5.63902
H  -0.49126  0.07189  -3.14689
C  -2.08192  1.24790  -2.71033
H  0.57303  -0.82010  0.16078
H  -1.56181  2.86200  -5.61112


Entry 5:
Density functional theory data (the ωB97M-V functional and the def2-TZVPD basis) for 6 unconnected molecules or ions with the total composition C8H23N5O13S.

- Energy above the lowest of the compared OMol25 structures with the same formula, charge and spin: 0.080 eV

Cartesian coordinates (Å):
H  -0.29849  -0.95538  1.45639
C  -1.31781  2.18004  -1.26577
H  -0.93581  -2.65603  0.92254
H  2.72595  0.60176  0.48801
N  -1.17639  -1.16493  -0.39758
O  -2.10384  4.20695  -0.55898
H  -2.84459  -2.78528  -4.72915
O  0.36885  1.83289  4.27986
H  4.56656  3.87125  2.30264
H  -2.28141  -1.41080  -3.82113
H  0.08323  4.26384  1.57406
O  -0.60978  1.46010  1.95978
C  -0.04355  3.97562  2.61759
H  -1.05120  4.21374  2.95824
H  -3.99210  -1.48675  -4.33149
H  3.39716  2.02240  3.48477
H  -1.72715  1.97816  -0.27594
O  -4.28467  -2.45290  -2.06573
C  -3.14173  -2.06376  -3.96809
C  3.79980  3.28977  1.79073
N  -1.78561  3.54633  -1.53987
H  0.67495  -2.02225  0.46444
N  3.38051  0.71305  -1.57533
C  -1.06749  -7.07285  -0.09192
O  -2.29553  -0.86294  0.01321
H  1.48581  0.50041  -0.78107
S  0.29117  2.16520  2.84159
H  -0.38381  -7.41257  -0.86991
C  2.40329  1.00192  -0.47316
H  -2.04362  -7.54160  -0.21665
H  2.53474  3.52810  3.49444
O  -2.46819  -3.52073  -2.25766
H  0.70635  4.51639  3.19493
C  -0.35099  -1.75848  0.72129
O  -0.84168  -1.20197  -1.54106
O  3.78801  1.74274  -2.05532
O  1.81165  2.08367  2.20410
O  -1.99356  -5.17786  0.90740
N  -1.10923  -5.59736  0.15923
H  2.28135  2.08504  -0.48058
H  4.14614  2.46141  1.17269
H  -1.69335  1.42807  -1.95974
N  -3.31346  -2.74171  -2.62754
H  -0.85129  -7.36708  0.93510
H  3.25668  4.04033  1.21645
O  3.72242  -0.44185  -1.85065
O  -0.30317  -4.95359  -0.50677
C  2.86653  2.72248  2.83946
H  -0.23612  2.23987  -1.14541
O  -1.74552  3.97714  -2.61246


Entry 6:
Density functional theory data (the ωB97M-V functional and the def2-TZVPD basis) for 2 unconnected molecules or ions with the total composition C8H23NO6P2Si2.

Cartesian coordinates (Å):
H  -3.86866  2.25073  1.59308
H  0.87443  1.87947  -0.24491
H  -4.35129  2.15905  -0.11211
P  0.34291  -3.04016  -0.46048
C  3.16510  -0.02428  0.37249
C  0.83653  0.78555  -0.26901
H  -0.36062  -0.55901  -2.36530
H  2.69256  -3.43348  0.93447
H  0.68727  0.46442  0.76802
H  0.97880  -2.02160  0.27131
H  1.77227  -5.91363  -0.23685
N  3.81071  -2.36345  -0.20133
O  -1.22588  4.39469  -0.86346
H  4.93653  -0.60990  -0.71216
O  2.23883  -4.07769  1.53286
H  4.92439  -1.07921  0.98303
H  3.60992  0.93698  0.64697
H  -1.50412  1.41746  -1.68817
H  1.98398  -0.75843  -1.27791
Si  -1.75354  -2.28555  -0.04527
H  3.35314  -2.38086  -1.10791
Si  -0.71238  0.28367  -1.19024
H  -3.38232  5.93870  -0.22278
O  -1.61621  -0.64915  -0.14875
C  -2.28488  4.10165  -0.39305
P  0.76102  -4.50192  1.09918
H  4.60202  -2.99373  -0.28196
H  -4.02929  4.78207  -1.38798
C  -4.41114  4.19451  0.68615
O  -2.47804  2.92707  0.25230
C  2.16824  0.19233  -0.77281
C  -3.58512  4.88523  -0.39535
H  -2.29095  -2.62380  1.27835
H  2.62571  -0.37965  1.25761
O  -0.24018  -4.66350  2.15399
H  -4.20193  4.64281  1.65802
O  0.96366  -5.88033  0.29477
H  2.60459  0.84577  -1.53408
C  4.29959  -1.00147  0.09150
H  -2.59783  -2.84118  -1.12171
H  -5.48521  4.22605  0.51878
C  -3.85259  2.77375  0.64070


Maximum force / eV/A: 8.8; 2.7; 2.8; 5.3; 4.7; 0.4
Total energy / Eh: -2207.1032; -1087.0301; -1495.4342; -1535.5676; -1968.1574; -2086.7033